[1]
{
  "formula": "C4H8N2O5S",
  "method": "the ωB97M-V functional and the def2-TZVPD basis",
  "elements": ["S", "O", "O", "O", "O", "O", "N", "N", "C", "C", "C", "C", "H", "H", "H", "H", "H", "H", "H", "H"],
  "positions_angstrom": [[-2.554, -0.977, 0.122], [-2.162, 0.511, -0.045], [-1.732, -1.654, -1.031], [-2.103, -1.571, 1.409], [4.254, -1.505, -1.331], [-3.924, -0.927, -0.281], [0.532, 0.557, 0.157], [3.279, -1.210, -0.747], [0.780, -1.335, 1.522], [1.262, -0.422, 0.538], [2.492, -0.723, -0.057], [1.034, 1.293, -0.992], [0.803, 2.327, -0.763], [-1.230, -2.360, -0.633], [0.633, 0.902, -1.941], [1.324, -2.222, 1.585], [-1.246, 0.672, 0.336], [-0.255, -1.433, 1.422], [2.041, 1.063, -0.999], [1.079, -1.041, 2.500]],
  "smiles": "C/N=C(/C)C#[N+][O-].O=S(=O)(O)O",
  "total_charge": 0
}

[2]
{
  "formula": "C3H5Cl",
  "method": "the ωB97M-V functional and the def2-TZVPD basis",
  "elements": ["Cl", "C", "C", "C", "H", "H", "H", "H", "H"],
  "positions_angstrom": [[0.203, 0.709, -2.035], [-0.171, -0.272, 0.483], [0.147, 0.889, 1.053], [0.038, -0.707, -0.883], [0.696, 1.745, 0.474], [-0.364, 1.183, 1.921], [0.971, -1.196, -0.918], [-0.680, -1.112, 1.121], [-0.841, -1.239, -1.217]],
  "smiles": "C=CCCl",
  "total_charge": 0
}

[3]
{
  "formula": "C2H6BNO4",
  "method": "the ωB97M-V functional and the def2-TZVPD basis",
  "elements": ["O", "O", "O", "O", "N", "C", "C", "B", "H", "H", "H", "H", "H", "H"],
  "positions_angstrom": [[-1.645, 1.473, -0.090], [2.205, -0.360, 0.182], [-2.682, -0.506, 0.002], [0.865, 1.774, 0.158], [-0.506, -1.867, 0.013], [-0.333, -0.559, 0.024], [-1.675, 0.208, -0.033], [0.988, 0.347, -0.303], [0.838, 0.339, -1.526], [-0.708, 1.800, -0.048], [0.145, -2.571, 0.433], [-1.569, -2.123, -0.188], [3.089, -0.001, 0.299], [0.988, 2.045, 1.077]],
  "total_charge": 0
}

[4]
{
  "formula": "C21H30AsCsN4O5S2",
  "method": "the ωB97M-V functional and the def2-TZVPD basis",
  "elements": ["Cs", "As", "S", "S", "O", "O", "O", "O", "O", "N", "N", "N", "N", "C", "C", "C", "C", "C", "C", "C", "C", "C", "C", "C", "C", "C", "C", "C", "C", "C", "C", "C", "C", "C", "H", "H", "H", "H", "H", "H", "H", "H", "H", "H", "H", "H", "H", "H", "H", "H", "H", "H", "H", "H", "H", "H", "H", "H", "H", "H", "H", "H", "H", "H"],
  "positions_angstrom": [[-0.653, 0.345, 1.083], [-2.410, 3.199, -0.391], [0.567, 3.201, 1.652], [-3.604, -4.529, 0.068], [1.701, 4.118, 1.450], [0.133, 2.696, 0.280], [0.990, 2.011, 2.453], [-0.584, 3.863, 2.276], [-2.687, 1.989, 0.686], [4.592, -0.457, -0.868], [-2.665, -2.127, 0.287], [4.444, 0.927, 1.014], [2.988, 1.220, -0.844], [0.159, -2.876, 0.334], [-6.806, -2.041, 0.303], [-4.726, -0.806, 0.416], [1.440, -3.456, 0.224], [-6.107, -0.834, 0.415], [6.004, -0.252, -1.114], [-4.249, 3.909, -0.631], [-6.134, -3.244, 0.190], [3.902, -0.978, -2.030], [-1.497, 4.903, -0.339], [0.621, -5.666, -0.272], [-2.073, 2.410, -2.134], [-4.035, -2.017, 0.301], [1.684, -4.792, -0.067], [-0.668, -5.172, -0.183], [-4.744, -3.229, 0.189], [4.093, 2.186, 1.648], [-2.273, -3.350, 0.167], [-0.879, -3.814, 0.110], [4.858, -0.120, 1.916], [3.931, 0.626, -0.235], [3.909, 2.952, 0.895], [-2.211, 3.169, -2.906], [-1.562, 5.305, 0.668], [6.180, 0.486, -1.913], [2.320, -2.829, 0.373], [-7.890, -2.034, 0.307], [5.861, 0.079, 2.319], [0.791, -6.712, -0.504], [-4.334, 4.614, -1.462], [-1.073, 1.987, -2.198], [4.928, 2.495, 2.283], [6.456, -1.198, -1.422], [2.482, 1.853, -0.224], [-1.491, -5.861, -0.354], [-4.533, 4.409, 0.295], [-0.454, 4.752, -0.592], [4.367, -1.925, -2.318], [-4.918, 3.063, -0.792], [-6.682, -4.175, 0.106], [-4.164, 0.119, 0.506], [3.936, -0.285, -2.882], [-2.819, 1.623, -2.248], [2.858, -1.147, -1.777], [4.870, -1.076, 1.399], [6.502, 0.097, -0.212], [-2.023, 5.528, -1.067], [3.171, 2.135, 2.234], [2.706, -5.158, -0.140], [4.168, -0.197, 2.764], [-6.664, 0.091, 0.507]],
  "total_charge": -2
}

[5]
{
  "formula": "C8H10ClPS",
  "method": "the ωB97M-V functional and the def2-TZVPD basis",
  "elements": ["Cl", "S", "P", "C", "C", "C", "C", "C", "C", "C", "C", "H", "H", "H", "H", "H", "H", "H", "H", "H", "H"],
  "positions_angstrom": [[1.948, 0.050, 2.784], [1.319, 2.305, 0.648], [1.474, 0.275, 0.783], [-0.959, -1.043, -0.047], [-3.075, -0.544, 0.721], [2.744, -0.688, -1.800], [-0.393, -0.137, 0.805], [-2.560, 0.310, 1.698], [-1.181, 0.585, 1.721], [2.356, 0.455, -2.319], [-2.259, -1.368, -0.052], [1.652, 2.460, -0.638], [2.176, -1.665, -1.857], [1.372, 0.578, -2.606], [-4.207, -0.675, 0.779], [3.694, -0.738, -1.242], [-0.330, -1.610, -0.653], [-3.096, 1.108, 2.248], [2.898, 1.286, -2.728], [-0.813, 1.319, 2.423], [-2.760, -2.264, -0.666]],
  "smiles": "SP(Cl)c1ccccc1.C=C",
  "total_charge": 0
}

[6]
{
  "formula": "C6H4FINO2",
  "method": "the ωB97M-V functional and the def2-TZVPD basis",
  "elements": ["I", "F", "O", "O", "N", "C", "C", "C", "C", "C", "C", "H", "H", "H", "H"],
  "positions_angstrom": [[-5.431, -0.214, -2.824], [2.353, 0.833, 0.980], [3.130, -2.201, -0.717], [4.237, -0.719, -2.076], [0.494, 1.229, -0.426], [-0.054, -0.139, 1.833], [-1.306, -0.175, 1.443], [-1.701, 0.409, 0.168], [1.109, 0.734, 0.543], [-0.845, 1.129, -0.614], [3.702, -1.455, -1.410], [-2.769, 0.319, -0.187], [0.328, -0.386, 2.852], [-1.263, 1.494, -1.501], [-1.984, -0.857, 1.934]],
  "total_charge": -1
}

E_tot, respectively: -1040.97005; -577.45093; -460.42233; -4465.74102; -1510.50693; -833.85749 Ha.
Highest occupied orbital energy, respectively: -10.36; -9.90; -9.74; -1.39; -8.51; -3.46 eV.
Energy above the lowest of the compared OMol25 structures with the same formula, charge and spin, respectively: 2.858; 0.606; 1.734; 0.430; 2.086; 0.000 eV.